{"formula": "C6H23BrNO5", "method": "the ωB97M-V functional and the def2-TZVPD basis", "homo_ev": -3.85, "relative_energy_kcal_mol": 186.4, "total_charge": -1, "orbital_gap_ev": 7.14, "energy_ev": -88357.951, "lumo_ha": 0.1206, "species": ["C", "N", "H", "C", "C", "H", "H", "H", "H", "C", "H", "O", "H", "O", "H", "H", "C", "H", "H", "H", "H", "H", "H", "H", "H", "O", "C", "H", "O", "H", "Br", "H", "H", "H", "H", "O"], "coordinates": [[12.84642, -28.58255, 19.63671], [11.88955, -30.64617, 20.09740], [13.19077, -27.74383, 19.03168], [12.27914, -30.29409, 17.73847], [11.66834, -28.45095, 16.29902], [10.75499, -28.98017, 16.02732], [14.44914, -28.81620, 25.44663], [11.54206, -30.94716, 17.27123], [12.83609, -30.97801, 20.21587], [11.80841, -29.59097, 19.08640], [12.11604, -27.93140, 15.45183], [14.59944, -29.76144, 20.72744], [11.67830, -30.40711, 21.05569], [14.85676, -32.12411, 21.65131], [12.57104, -31.95844, 23.92051], [13.84836, -29.99973, 21.27088], [14.25474, -29.86987, 25.64681], [15.35053, -30.15780, 21.16903], [12.42686, -28.03082, 20.47794], [13.21667, -30.79638, 17.97686], [13.79907, -28.97903, 19.98793], [13.91802, -32.09125, 21.46713], [13.83729, -29.86330, 26.65369], [10.91915, -28.96450, 19.01675], [14.91640, -32.06598, 22.60488], [10.41070, -31.93319, 23.59756], [13.29823, -30.34012, 24.54167], [15.20988, -30.39277, 25.69584], [12.99501, -31.69010, 24.73896], [10.47774, -31.23795, 24.25207], [12.61318, -31.03043, 22.10635], [11.04436, -31.68947, 22.92280], [13.76270, -30.34295, 23.55558], [12.39874, -29.72538, 24.50806], [11.37423, -27.65127, 16.97880], [12.69875, -29.37607, 16.73471]], "forces_ev_per_a": [[-0.5, 2.2, -1.4], [-3.8, 0.4, -7.0], [-0.4, 0.2, -1.0], [0.0, 1.9, 0.8], [1.1, -0.7, 0.0], [-0.1, -0.2, -0.3], [0.3, 0.2, -0.1], [-0.2, -0.3, 0.5], [-0.5, 0.4, -2.1], [2.7, 0.1, -0.3], [-0.2, -0.2, -0.3], [4.6, -0.3, 0.6], [-3.0, 2.0, -3.2], [3.5, -1.7, -0.3], [-0.1, -0.5, -0.1], [-0.1, 0.1, 0.7], [-0.5, 0.7, -0.1], [0.3, -0.5, 0.1], [-0.5, -0.3, 0.4], [-0.3, -0.4, 0.1], [-1.6, 0.9, -1.6], [0.1, -0.7, -0.2], [-0.3, -0.4, 0.0], [-0.8, -1.1, -0.1], [-0.2, -0.2, 0.2], [-1.8, -0.8, 1.0], [1.9, -0.2, 2.0], [-0.1, -0.2, -0.3], [0.2, -0.4, 2.1], [0.1, 0.1, 0.2], [0.4, -3.2, 8.8], [-0.2, 0.1, -0.4], [0.7, 1.4, 1.2], [-0.1, 0.3, 0.0], [0.3, -0.2, 0.7], [-1.0, 1.5, -0.5]]}

=====

{"formula": "C14H26N3O8RuS5Se", "method": "the ωB97M-V functional and the def2-TZVPD basis", "homo_ev": [-5.45, -5.33], "relative_energy_kcal_mol": 7.9, "total_charge": -1, "orbital_gap_ev": [6.69, 6.85], "energy_ev": -157896.576, "lumo_ha": [0.0456, 0.0557], "species": ["N", "S", "H", "C", "C", "S", "O", "H", "C", "C", "C", "C", "H", "H", "O", "S", "H", "H", "H", "H", "C", "H", "H", "Se", "H", "H", "C", "H", "H", "H", "H", "O", "N", "S", "Ru", "H", "C", "O", "H", "H", "H", "O", "H", "H", "C", "H", "N", "C", "H", "C", "O", "C", "H", "O", "O", "C", "S", "H"], "coordinates": [[-1.48857, -2.08610, -1.84679], [-3.73318, 3.05498, 2.26968], [-2.61238, 3.42365, -0.35525], [2.70071, -1.78279, 3.72503], [-1.38074, -3.19594, -2.78833], [-0.25408, 3.22817, -0.18223], [-0.29859, 2.25466, 0.96600], [-1.09405, -3.47814, -4.90037], [-1.81490, 3.06397, -1.00496], [-1.79855, 3.02154, 4.04640], [4.56083, -0.37755, 1.86251], [-0.79348, -0.94607, -2.02534], [-2.15430, -2.12374, -4.48056], [-1.69207, 4.31394, 2.30640], [0.74693, 2.81666, -1.14914], [2.40003, 0.94352, 0.75533], [-2.27930, -3.80635, -2.68965], [1.55761, 0.23548, -3.79723], [-2.82080, 4.88948, 3.56601], [-0.03441, -1.18549, -5.19524], [3.08390, -0.15154, 1.84946], [3.09811, -2.64855, 3.18652], [0.87836, -2.23497, -4.08529], [2.08810, -2.14542, -0.80512], [-0.50508, -3.79167, -2.51978], [0.72394, 1.06365, -2.49216], [-0.06777, -1.70608, -4.23573], [4.74528, -1.35877, 1.41730], [-2.35540, 3.01342, 4.98920], [-1.49458, -1.95786, 0.25543], [3.50344, -1.37168, 4.34149], [3.33622, -2.72215, 0.05633], [-0.20452, -0.69178, -3.20080], [0.56305, -0.38767, 2.63363], [0.39555, 0.23818, 0.51860], [4.97469, -0.35257, 2.87310], [-2.40943, 4.01367, 3.06950], [-0.79513, -0.05587, -1.11060], [5.06670, 0.36870, 1.24960], [-3.10848, -2.05984, -0.49161], [1.88894, -2.11735, 4.36936], [0.83032, -1.77474, 0.29773], [-2.03892, -3.47914, -0.41655], [-0.75375, 3.25285, 4.25209], [-2.78095, 1.56970, 2.42180], [0.06566, 1.15733, -4.14066], [-1.89726, 1.72151, 3.40721], [-1.24357, -2.65877, -4.19631], [-1.95204, 2.01087, -1.24085], [0.57759, 0.51792, -3.41493], [2.41066, -0.70088, -1.49117], [2.21366, -0.78848, 2.72000], [-1.75613, 3.66456, -1.90997], [-0.12970, 4.59164, 0.28614], [1.52103, -3.18369, -1.92140], [-2.07095, -2.39854, -0.54812], [-2.96774, 0.24597, 1.45312], [-1.15056, 1.04414, 3.49113]], "forces_ev_per_a": [[0.1, -0.1, 0.1], [0.0, 0.0, -0.1], [0.1, -0.1, 0.0], [-0.1, 0.0, 0.0], [0.0, 0.0, 0.0], [0.5, 0.0, -0.3], [-0.2, -0.1, -0.4], [0.0, 0.0, 0.0], [-0.1, 0.1, 0.1], [0.0, 0.0, 0.1], [0.1, 0.0, 0.0], [-0.1, -0.2, -0.1], [0.0, 0.0, 0.0], [0.0, 0.0, 0.0], [0.0, 0.0, 0.0], [0.2, -0.6, -0.1], [-0.1, 0.0, 0.0], [0.0, 0.0, 0.0], [0.0, 0.0, 0.0], [0.0, 0.0, 0.0], [-0.1, 0.2, -0.2], [0.0, 0.0, 0.0], [0.0, 0.0, 0.0], [0.4, 0.3, -0.3], [0.0, 0.0, 0.0], [0.0, 0.0, 0.0], [0.0, 0.0, -0.1], [0.0, 0.0, 0.0], [0.0, 0.0, 0.0], [0.0, 0.0, 0.0], [0.0, 0.0, 0.0], [-0.1, -0.1, 0.1], [0.1, 0.0, 0.0], [0.2, -0.2, 0.0], [-0.3, 0.4, 1.1], [0.0, 0.0, 0.0], [0.0, 0.0, 0.0], [-0.2, 0.2, -0.1], [0.0, 0.0, 0.0], [0.0, 0.0, 0.0], [0.0, 0.0, 0.0], [0.2, 0.3, -0.4], [0.0, 0.0, 0.0], [0.0, 0.0, 0.0], [-0.1, 0.0, -0.1], [0.0, 0.0, 0.0], [0.1, -0.1, -0.1], [0.0, 0.0, 0.0], [0.0, 0.0, 0.0], [0.0, 0.0, 0.0], [0.2, 0.0, -0.2], [-0.2, 0.0, 0.1], [0.0, 0.0, 0.0], [-0.4, 0.0, 0.3], [-0.2, -0.2, 0.2], [0.0, 0.0, -0.1], [-0.1, 0.1, 0.2], [-0.1, 0.0, 0.0]]}

=====

{"formula": "C4H8N2O", "method": "the ωB97M-V functional and the def2-TZVPD basis", "homo_ev": -9.02, "relative_energy_kcal_mol": 77.0, "total_charge": 0, "orbital_gap_ev": 9.35, "smiles": "C/C(CN)=N/C=O", "energy_ev": -9303.053, "lumo_ha": 0.0124, "species": ["C", "N", "H", "O", "H", "H", "H", "H", "H", "N", "C", "H", "H", "C", "C"], "coordinates": [[0.74415, -0.52101, 0.45161], [-1.16553, 0.46279, -0.57507], [-1.61030, -0.33631, 1.25167], [-2.89223, -1.04570, -0.27455], [1.26508, 1.79737, -1.55260], [1.75195, -0.28444, 0.78880], [1.02751, -2.54656, 0.42054], [0.13163, 2.67376, -0.50732], [1.62052, 1.99645, 0.16485], [0.71231, -1.79848, -0.18328], [0.82022, 1.83139, -0.55630], [-0.20386, -2.02387, -0.55217], [-0.22618, -0.51417, 1.35502], [-2.07740, -0.23848, 0.07231], [0.10213, 0.54725, -0.30351]], "forces_ev_per_a": [[-2.1, -0.6, 1.4], [1.2, 1.7, -0.8], [-1.7, 0.7, -1.4], [-0.9, 0.6, -0.3], [0.1, 0.1, 0.0], [-0.3, 0.0, 0.3], [-0.1, 0.1, 0.0], [0.0, -0.1, -0.1], [0.0, -0.2, 0.0], [0.2, -0.5, -0.4], [0.0, 0.2, -0.2], [0.0, 0.0, 0.0], [2.7, 0.2, -1.0], [2.4, -2.9, 2.5], [-1.6, 0.7, 0.0]]}

=====

{"formula": "C15H19Br3Cl6O12", "method": "the ωB97M-V functional and the def2-TZVPD basis", "homo_ev": -8.96, "relative_energy_kcal_mol": 423.0, "total_charge": 0, "orbital_gap_ev": 8.36, "energy_ev": -325676.571, "lumo_ha": -0.0222, "species": ["C", "C", "Cl", "C", "H", "C", "O", "C", "C", "O", "Cl", "Br", "H", "H", "Br", "H", "O", "H", "O", "H", "H", "C", "C", "C", "O", "H", "C", "H", "Cl", "H", "O", "C", "H", "Cl", "O", "O", "Br", "H", "H", "Cl", "O", "H", "H", "C", "Cl", "H", "O", "H", "C", "C", "O", "H", "C", "H", "O"], "coordinates": [[1.06333, -1.44603, 3.34697], [1.61924, 2.24738, 1.89708], [1.18403, 3.36689, 3.22291], [-2.49998, -0.42850, -2.67402], [2.33685, -0.59913, 5.91309], [-1.09359, -3.55380, 0.57491], [0.57389, 0.46120, -2.72313], [-3.88287, 3.05009, 0.06356], [2.36986, 1.90864, -2.69531], [-0.97745, 2.03020, -2.20608], [-1.61165, -4.43998, -0.89981], [1.07838, -2.25347, 0.36840], [-1.42605, 1.34520, -0.18108], [3.76180, -0.26865, 3.30676], [3.18179, 0.06828, -0.71518], [-0.00429, -3.52008, 0.59525], [1.10500, 2.58980, -2.67268], [0.95272, 1.38705, 1.95773], [-3.15430, 0.52147, -3.08656], [3.39950, -1.67229, 5.18905], [-3.19444, 0.16453, 0.54510], [2.55339, -1.03305, 4.93690], [-1.75769, -2.47759, -2.20365], [-2.34177, 1.57608, -0.72537], [-2.69735, 2.99003, -0.54175], [-2.24251, 1.33411, -1.78352], [1.96912, 0.52892, -3.07320], [2.68214, -0.12923, -2.57664], [-1.79477, -1.91862, 0.59523], [-0.04517, -1.66062, -1.20996], [0.08424, -1.98292, 2.81635], [2.78825, -0.09657, 3.76576], [3.00284, 2.43416, -3.41033], [-1.55159, -4.46199, 2.05752], [1.70919, -0.34437, 2.92999], [-4.39219, 1.88557, 0.31661], [-0.00393, 0.73299, -0.26156], [-0.16945, -1.32728, -3.04595], [2.06819, 0.37896, -4.14828], [1.30965, 3.06079, 0.30452], [-4.36334, 4.15940, 0.30140], [2.90514, 0.93651, 4.09320], [2.92962, 1.87460, -1.76066], [-3.56321, 0.87062, -0.19890], [3.22187, 1.55621, 1.94250], [-4.01183, 0.26527, -0.98652], [1.65175, -1.90753, 4.41203], [-1.97768, -2.94966, -1.24613], [0.17733, 1.77951, -2.46495], [1.53997, -0.36911, 0.35747], [-2.80019, -1.70481, -2.78426], [-1.34814, -3.16388, -2.94485], [-0.66349, -1.44640, -2.08167], [1.85676, -0.09868, 1.36474], [-1.50692, -0.25026, -1.87306]], "forces_ev_per_a": [[-3.6, -2.0, -1.3], [-0.9, 0.9, -0.7], [0.5, -0.6, -0.4], [-3.5, 2.1, -1.2], [-1.1, 0.3, -0.3], [-2.5, -1.8, 1.1], [2.1, 1.9, -1.0], [0.2, 5.1, -0.2], [0.7, 1.2, -1.2], [5.3, 2.9, -4.2], [1.6, -6.4, 3.6], [5.9, 3.2, -0.8], [-3.8, 1.9, 0.5], [-0.3, -0.7, -0.3], [1.2, -2.5, 4.0], [-2.2, -1.7, 0.2], [3.2, 2.9, 0.5], [-0.2, 0.7, 0.0], [0.5, -2.2, -0.6], [0.6, 0.3, -0.3], [-0.8, 0.1, 0.7], [2.7, 0.0, 0.9], [1.0, 2.6, -1.9], [-4.6, 1.6, 0.2], [0.9, -1.6, -0.2], [-1.6, 1.1, 2.4], [0.1, -0.1, -2.8], [-1.6, -0.5, -1.2], [-0.5, -1.0, 1.1], [-0.3, 0.7, -1.3], [2.8, 2.3, 2.2], [2.3, 0.2, 3.0], [-0.2, -0.2, -0.2], [-0.1, 0.3, -0.7], [-1.0, -0.1, 1.0], [-1.4, -1.6, 0.7], [5.5, -5.2, 5.2], [0.1, -0.3, 0.5], [-0.3, 0.0, -0.2], [1.5, 1.7, 1.7], [0.2, -2.7, 0.0], [-0.9, -0.3, 0.2], [-1.0, 1.2, -0.2], [1.3, -1.1, 0.5], [1.1, 3.0, -1.0], [-0.6, 0.5, 0.2], [-2.1, -2.2, 0.9], [-1.6, 3.4, -2.6], [-4.1, -2.4, -1.7], [0.7, 0.6, -1.5], [-1.0, -0.9, -1.2], [-0.9, -0.6, 0.0], [-1.6, -0.4, -0.1], [-0.4, -0.5, -1.5], [2.5, -3.4, -0.6]]}